(1)
This record from OMol25 describes a structure of composition C18H11IrN4O8S2. The level of theory is the ωB97M-V functional and the def2-TZVPD basis.

**HOMO-LUMO gap**: 6.51 eV
**HOMO energy**: -7.873 eV
**Energy relative to the best compared isomer or geometry (same formula, charge and spin)**: 0.000 eV
**Charge**: 0

Cartesian coordinates (Å):
Ir  1.032  0.688  -0.343
O  4.050  -2.074  -0.963
C  3.482  -1.020  -1.170
O  2.617  -0.566  -0.289
C  3.777  -0.200  -2.387
C  4.598  -0.814  -3.336
C  4.999  -0.160  -4.481
C  4.578  1.148  -4.695
C  3.759  1.768  -3.774
C  3.337  1.112  -2.611
S  2.287  2.108  -1.590
H  4.923  -1.825  -3.129
H  5.637  -0.659  -5.199
H  4.880  1.684  -5.586
H  3.415  2.780  -3.949
S  1.695  1.454  1.685
C  1.688  0.033  2.650
N  1.974  -1.177  2.106
C  1.930  -2.302  2.833
C  1.641  -2.231  4.165
C  1.452  -0.947  4.691
N  1.463  0.152  3.963
H  2.287  -1.161  1.099
H  2.153  -3.221  2.309
H  1.596  -3.113  4.782
H  1.276  -0.811  5.752
O  -0.847  1.534  -0.500
C  -1.416  0.560  0.103
O  -0.688  -0.371  0.552
C  -2.889  0.537  0.259
C  -3.481  -0.467  1.012
C  -4.855  -0.465  1.150
C  -5.659  0.492  0.563
C  -5.033  1.474  -0.180
C  -3.662  1.522  -0.343
N  -5.868  2.512  -0.821
O  -7.065  2.447  -0.644
O  -5.293  3.371  -1.452
N  -5.494  -1.527  1.956
O  -4.759  -2.310  2.520
O  -6.700  -1.501  2.055
H  -2.883  -1.234  1.481
H  -6.732  0.474  0.680
H  -3.202  2.309  -0.923

Cartesian forces, eV/Å:
0.910 0.550 -0.957
-0.060 0.071 0.026
0.230 0.000 -0.145
-0.258 -0.153 0.324
-0.049 0.031 0.014
0.016 -0.017 0.016
0.006 0.032 -0.032
0.006 -0.051 0.017
-0.038 0.017 0.054
0.071 -0.006 0.006
-0.380 -0.414 0.162
-0.003 0.005 0.002
-0.004 0.005 -0.001
0.005 -0.005 -0.003
0.015 -0.004 -0.005
-0.494 0.019 -0.163
0.213 -0.266 0.245
-0.231 0.200 0.394
0.050 0.034 -0.125
-0.012 0.023 0.124
-0.014 -0.052 -0.028
0.015 0.031 -0.093
0.138 -0.173 -0.260
0.005 0.020 -0.035
-0.003 0.003 -0.005
0.005 -0.003 -0.003
-0.266 -0.166 0.505
0.331 0.087 0.072
-0.197 0.150 -0.096
-0.041 0.064 -0.012
-0.026 -0.048 0.008
0.049 -0.024 -0.164
-0.060 -0.017 -0.008
0.074 -0.090 -0.011
-0.024 0.014 0.008
0.028 0.129 0.201
-0.029 -0.047 -0.066
0.001 -0.032 -0.083
0.055 0.318 0.425
0.006 -0.133 -0.142
-0.050 -0.105 -0.151
0.013 0.000 -0.004
-0.004 0.002 -0.004
0.000 -0.001 -0.006

Partial atomic charges computed with the Löwdin method, in multiples of e:
1. Ir 0.91
2. O 0.07
3. C -0.54
4. O -0.31
5. C -0.15
6. C -0.02
7. C -0.08
8. C -0.08
9. C -0.14
10. C -0.56
11. S 0.63
12. H 0.12
13. H 0.10
14. H 0.11
15. H 0.09
16. S 0.75
17. C -0.70
18. N 0.10
19. C -0.02
20. C -0.02
21. C -0.09
22. N 0.08
23. H 0.08
24. H 0.15
25. H 0.11
26. H 0.12
27. O -0.14
28. C -0.58
29. O -0.09
30. C -0.09
31. C 0.09
32. C -0.10
33. C 0.10
34. C -0.10
35. C 0.10
36. N -0.35
37. O 0.10
38. O 0.10
39. N -0.35
40. O 0.09
41. O 0.10
42. H 0.14
43. H 0.14
44. H 0.14

---

(2)
This record from OMol25 describes a cluster of 8 separate species, C16H46F6O7P in total. The level of theory is the ωB97M-V functional and the def2-TZVPD basis.

**HOMO-LUMO gap (alpha / beta)**: 8.85 / 2.56 eV
**HOMO energy (alpha / beta)**: -9.409 / -9.409 eV
**Multiplicity**: 2
**Charge**: 0
**<S²>**: 0.75

Cartesian coordinates (Å):
P  -0.119  0.693  0.641
F  0.640  1.560  1.828
F  -0.399  -0.502  1.754
F  -1.625  1.357  1.048
F  -0.797  -0.305  -0.414
F  0.017  1.893  -0.418
F  1.228  -0.081  0.248
C  -2.822  2.390  -1.995
C  -1.801  2.927  -2.936
O  -0.913  3.664  -2.115
H  -2.287  1.732  -1.310
H  -3.503  1.892  -2.686
H  -3.304  3.181  -1.421
H  -2.353  3.450  -3.717
H  -1.352  2.154  -3.559
H  -0.649  3.019  -1.455
C  3.199  1.699  -3.862
C  2.571  2.849  -3.147
O  1.817  3.465  -4.107
H  3.910  2.039  -4.615
H  2.451  1.125  -4.408
H  3.769  1.030  -3.218
H  3.378  3.473  -2.763
H  1.934  2.487  -2.340
H  0.920  3.693  -3.852
O  -0.417  4.097  1.777
H  0.209  3.564  2.267
H  -0.748  3.512  1.095
C  -1.102  -3.445  -2.389
C  0.254  -2.718  -2.580
C  0.124  -1.323  -3.257
O  0.711  -2.421  -1.276
H  -1.078  -4.304  -1.718
H  -1.455  -3.737  -3.378
H  -1.802  -2.681  -2.051
H  0.997  -3.244  -3.181
H  -0.705  -0.658  -3.014
H  -0.177  -1.419  -4.300
H  0.964  -0.664  -3.038
H  0.085  -1.857  -0.815
C  3.948  1.154  0.913
C  5.155  1.183  1.985
C  5.752  -0.113  2.351
O  6.220  1.849  1.256
H  3.456  2.127  0.890
H  3.269  0.358  1.217
H  4.219  1.063  -0.139
H  4.910  1.728  2.897
H  6.757  -0.140  2.773
H  5.940  -0.767  1.500
H  5.209  -0.709  3.084
H  7.011  1.819  1.799
C  -5.945  -0.714  1.125
C  -4.401  -0.844  1.351
C  -3.559  -1.176  0.145
O  -3.983  0.303  1.983
H  -6.121  -0.899  0.065
H  -6.203  0.330  1.301
H  -6.538  -1.414  1.714
H  -4.267  -1.582  2.141
H  -3.252  -0.321  -0.459
H  -4.135  -1.870  -0.467
H  -2.699  -1.813  0.348
H  -3.024  0.276  2.016
C  -0.578  -2.144  4.834
C  -0.238  -3.099  3.627
C  -1.346  -3.381  2.567
O  0.959  -2.737  3.027
H  -0.810  -1.113  4.565
H  0.151  -2.065  5.641
H  -1.504  -2.467  5.309
H  -0.052  -4.073  4.080
H  -2.098  -4.097  2.897
H  -0.959  -3.779  1.629
H  -1.903  -2.506  2.232
H  0.891  -1.951  2.480

Cartesian forces, eV/Å:
1.129 -1.099 2.224
-0.928 -0.786 -1.456
-0.486 0.674 0.308
0.666 -0.736 -0.004
-1.716 0.766 -0.945
0.639 -0.849 0.420
0.398 1.408 0.180
-0.259 -0.808 -0.559
-0.485 0.329 0.179
0.422 0.598 -1.541
-0.563 -0.380 0.045
-0.650 -0.561 0.726
-0.051 0.004 -0.212
0.448 1.307 0.280
0.639 -0.491 0.459
0.277 0.331 0.042
0.889 -1.124 -0.337
0.325 -1.161 0.668
-1.148 1.676 -1.779
-0.024 0.261 -0.055
-0.115 -0.087 0.180
-0.093 -0.064 0.222
-0.196 0.406 0.286
0.146 0.062 0.349
0.131 0.043 0.611
-0.233 0.605 0.139
0.118 -0.168 -0.001
-0.019 -0.051 -0.079
0.543 0.584 -1.553
-1.570 2.186 1.101
-1.153 -0.070 -0.871
1.471 -1.213 0.428
0.238 0.151 -0.056
-0.266 -0.360 -0.011
-0.124 -0.084 0.338
0.079 -0.429 0.617
-0.565 -0.471 1.263
1.058 -0.130 -0.594
0.475 -0.537 -0.547
0.001 0.069 -0.326
0.868 0.174 1.781
0.307 0.830 -2.649
0.217 -2.845 0.417
-0.392 0.737 0.107
-0.268 -0.037 0.586
-0.136 0.268 -0.242
0.752 -0.663 0.270
-0.379 0.312 -0.148
0.190 1.098 0.324
-0.552 0.068 -0.412
-0.544 0.058 -0.071
0.080 0.051 0.066
0.858 0.068 -0.438
-2.190 1.766 -1.044
0.689 -1.575 -0.723
-0.780 -0.494 0.341
-0.102 -0.149 0.080
-0.240 -0.193 0.304
0.104 0.224 0.046
0.429 -1.065 0.751
-0.158 0.139 0.329
-0.441 0.231 -0.060
0.344 0.528 0.366
1.900 0.714 -0.148
-1.136 -0.177 -0.610
-0.581 0.296 0.657
-0.419 0.399 0.145
1.053 -0.217 -0.214
0.258 0.104 -0.594
0.403 -0.473 -0.417
-0.138 -0.360 0.107
0.205 -0.076 0.045
0.057 -0.080 0.363
0.576 -0.149 0.231
0.080 0.484 0.323
-0.363 0.202 -0.008

Partial atomic charges computed with the Löwdin method, in multiples of e:
1. P 0.29
2. F -0.15
3. F -0.18
4. F -0.19
5. F -0.16
6. F -0.12
7. F -0.12
8. C -0.10
9. C -0.33
10. O -0.06
11. H 0.03
12. H 0.08
13. H 0.09
14. H 0.11
15. H 0.11
16. H 0.02
17. C -0.10
18. C -0.36
19. O -0.06
20. H 0.07
21. H 0.07
22. H 0.07
23. H 0.11
24. H 0.10
25. H 0.07
26. O -0.06
27. H 0.01
28. H -0.02
29. C -0.05
30. C -0.43
31. C -0.06
32. O -0.08
33. H 0.08
34. H 0.07
35. H 0.05
36. H 0.14
37. H 0.05
38. H 0.07
39. H 0.08
40. H 0.03
41. C -0.02
42. C -0.43
43. C -0.10
44. O -0.09
45. H 0.07
46. H 0.05
47. H 0.07
48. H 0.13
49. H 0.07
50. H 0.09
51. H 0.08
52. H 0.07
53. C 0.03
54. C -0.36
55. C 0.00
56. O 0.27
57. H 0.09
58. H 0.10
59. H 0.10
60. H 0.21
61. H 0.09
62. H 0.11
63. H 0.08
64. H 0.12
65. C -0.04
66. C -0.46
67. C -0.05
68. O -0.04
69. H 0.06
70. H 0.07
71. H 0.06
72. H 0.13
73. H 0.07
74. H 0.08
75. H 0.02
76. H 0.07

---

(3)
This record from OMol25 describes the molecule C5H8OS2. The level of theory is the ωB97M-V functional and the def2-TZVPD basis.

**HOMO-LUMO gap**: 9.05 eV
**HOMO energy**: -8.595 eV
**Energy relative to the best compared isomer or geometry (same formula, charge and spin)**: 2.532 eV
**Charge**: 0

Cartesian coordinates (Å):
C  1.230  -0.163  1.810
C  1.583  0.257  3.011
C  0.766  -0.920  -0.628
C  -0.338  0.117  -0.326
C  -1.384  0.124  -1.412
O  -1.232  1.022  1.957
S  2.195  -0.436  0.310
S  -0.766  -0.263  1.431
H  0.703  0.137  3.728
H  2.577  0.592  3.318
H  0.523  -1.921  -0.201
H  1.141  -0.997  -1.610
H  0.212  1.065  -0.239
H  -0.976  0.244  -2.441
H  -1.972  1.045  -1.482
H  -2.030  -0.733  -1.454

Cartesian forces, eV/Å:
-0.757 -0.278 -1.553
-1.718 -0.726 0.749
-0.448 -0.606 2.025
1.502 -0.892 -0.819
-0.448 1.375 -1.256
-0.799 0.269 0.762
0.368 0.531 1.668
2.323 0.705 -0.684
1.589 0.857 -0.508
-0.426 -0.307 -0.045
-0.241 0.416 -0.846
-0.235 -0.083 -1.422
-0.640 0.042 -0.051
0.654 -0.679 0.698
-0.399 -0.205 1.031
-0.326 -0.416 0.250

Partial atomic charges computed with the Löwdin method, in multiples of e:
1. C -0.65
2. C -0.07
3. C -0.54
4. C -0.57
5. C -0.10
6. O -0.53
7. S 0.87
8. S 0.95
9. H 0.08
10. H 0.07
11. H 0.08
12. H 0.06
13. H 0.11
14. H 0.09
15. H 0.08
16. H 0.07

---

no.,maximum force (eV Å⁻¹),calculated total energy (eV)
1,1.4,-65690.2985
2,3.0,-57263.6437
3,2.5,-29030.1496